21
Properties=species:S:1:pos:R:3:forces:R:3 method="wB97M-V/def2-TZVPD" multiplicity=6 total_energy_ev=-44432.270
Ho -1.76246 -1.19188 -1.39012 1.68 1.46 2.46
O 0.95255 -1.93958 1.88943 -0.40 -0.31 -0.26
O -4.24467 3.83621 -2.49814 0.91 -0.65 0.44
O 0.62149 -1.06883 -0.19469 -0.95 -0.90 -0.02
O -2.05727 3.39725 -2.71262 0.96 -0.19 0.00
O -3.34217 1.95747 -1.66372 0.14 -1.30 0.52
O -1.05795 -1.92375 0.97924 -0.79 -0.19 -1.22
C 2.37282 -1.82772 1.73465 0.40 0.27 -0.39
C 3.02583 -2.20587 3.04442 0.03 -0.07 0.21
C -1.24206 2.20547 -2.53580 0.20 0.28 -0.30
C 0.16792 -1.66788 0.84453 0.27 1.41 -0.58
C -3.29017 3.12428 -2.28152 -1.50 1.19 -0.86
C -1.96866 1.42685 -1.46173 -0.31 -0.68 0.18
H -1.20134 1.71025 -3.51867 -0.02 0.08 0.21
H -1.67424 1.85018 -0.48287 0.03 -0.32 -0.21
H 2.69744 -2.49467 0.92335 -0.11 0.18 0.17
H 2.73834 -1.50964 3.84411 0.05 -0.21 -0.21
H 2.62581 -0.79702 1.45023 -0.09 -0.27 0.02
H 2.75091 -3.22590 3.34594 0.04 0.29 -0.08
H -0.22985 2.51024 -2.24529 -0.26 -0.07 -0.08
H 4.11772 -2.16550 2.92927 -0.28 0.01 0.02

---

22
Properties=species:S:1:pos:R:3:forces:R:3 method="wB97M-V/def2-TZVPD" multiplicity=5 total_energy_ev=-34112.926 charge=+1 e_above_lowest_kcal_mol=0.0
Nd 1.15268 -1.41686 0.14676 1.56 -1.05 -0.41
O -0.57163 -0.50472 -1.48125 0.01 -0.33 -0.19
O 1.52081 0.61134 0.63156 0.04 0.53 -0.20
O 0.55821 -0.37415 2.93323 0.32 -0.71 -0.39
O -2.49335 -0.19326 -2.36332 -0.11 -0.14 0.28
O -1.43932 0.53605 2.39928 0.34 -0.39 -0.56
O -0.71432 -1.27533 1.35529 -1.24 -0.45 0.42
C 1.31907 0.84013 3.01236 -0.05 0.78 0.16
C -1.86012 -0.32427 -1.24627 -0.37 0.44 -0.32
C -0.57186 -0.32888 2.20846 -0.93 1.08 1.02
C -0.26101 -0.53454 -2.90958 0.25 0.24 -0.37
C 2.22905 0.89701 1.78346 0.39 0.57 0.70
C -1.63860 -0.38388 -3.52918 0.04 0.03 -0.47
Li -2.41143 -0.17493 0.82702 0.21 0.02 0.43
H 0.62590 1.69168 3.02843 0.15 -0.25 0.02
H -1.74599 0.49723 -4.16623 0.00 -0.23 0.14
H -1.98772 -1.28349 -4.04376 0.04 0.26 0.08
H 0.22680 -1.48346 -3.14975 -0.14 0.12 0.11
H 1.88429 0.81175 3.95181 -0.17 -0.04 -0.27
H 2.68277 1.90925 1.75961 -0.09 -0.40 -0.06
H 0.42627 0.29432 -3.09928 -0.21 -0.12 -0.04
H 3.06950 0.18900 1.95136 -0.09 0.05 -0.08

---

22
Properties=species:S:1:pos:R:3:forces:R:3 method="wB97M-V/def2-TZVPD" multiplicity=2 total_energy_ev=-24669.481 e_above_lowest_kcal_mol=40.1
Sn 2.20156 2.14193 0.44827 4.01 4.90 2.55
O 1.61856 -0.78985 -1.06719 0.15 0.38 -0.04
O 0.95308 1.35385 -0.74972 -2.35 -0.91 -2.67
O -2.40288 1.02317 -0.50367 1.00 0.54 0.41
O -0.27509 -0.31530 0.18354 1.20 0.39 0.97
O 1.80633 0.16578 0.94312 -0.56 -1.39 0.77
O -2.15302 -1.34642 -0.23476 -0.28 0.25 0.04
C 0.98697 0.13262 -0.24673 -2.29 -2.88 -0.80
C -3.23697 0.62182 0.53821 -0.29 -0.17 -0.61
C 2.57722 -1.03606 1.02462 0.46 -0.55 0.14
C -2.78014 -0.78519 0.94293 0.16 -0.34 0.02
C -1.24556 -0.53472 -0.80606 -0.60 0.08 -0.50
C 2.13694 -1.80847 -0.22820 -0.15 -0.26 0.03
Li -0.86341 1.83246 -1.12156 -0.82 -0.61 0.10
H -3.23966 1.25063 1.44911 0.24 0.07 -0.38
H 3.64104 -0.77011 1.00375 -0.25 0.01 -0.01
H -2.05381 -0.72600 1.76313 -0.21 -0.21 -0.09
H -4.28107 0.57929 0.17522 0.22 0.00 0.12
H 2.33943 -1.56633 1.95372 0.01 0.24 -0.22
H 2.96760 -2.29669 -0.74678 -0.20 0.16 0.12
H 1.35602 -2.54774 0.00300 0.20 0.21 -0.04
H -3.62444 -1.44163 1.18486 0.36 0.09 0.09